{
  "formula": "C10H23BClHoLaO2",
  "method": "ωB97M-V with the def2-TZVPD basis set",
  "multiplicity": 5,
  "s_squared": 6.005,
  "de_lowest_kcal_mol": 0.0,
  "e_tot_ha": -2009.938737,
  "total_charge": -1,
  "fmax_ev_per_a": 3.57,
  "e_lumo_ev": [2.05, 2.05],
  "orbital_gap_ev": [4.70, 4.73],
  "symbols": ["Ho", "La", "Cl", "O", "O", "C", "C", "C", "C", "C", "C", "C", "C", "C", "C", "B", "H", "H", "H", "H", "H", "H", "H", "H", "H", "H", "H", "H", "H", "H", "H", "H", "H", "H", "H", "H", "H", "H", "H"],
  "xyz": [[0.39270, 0.60130, -3.49547], [0.06786, -0.62753, 0.08316], [-0.67980, 1.59798, -1.36395], [-0.13671, -0.59450, 2.97520], [1.36930, 1.19284, 3.39502], [2.13678, -0.40580, 5.03254], [-2.12940, -1.02619, 0.36544], [-1.55842, 0.83393, 4.33883], [0.61215, -1.61626, -3.02011], [-1.38538, 0.97330, -4.98797], [-0.69364, -1.27686, 5.24376], [-0.37363, -0.11373, 4.33220], [1.02567, 0.58472, 4.66891], [1.04853, 1.66496, 5.71140], [2.40514, 1.55468, -4.36738], [0.70165, 0.43357, 2.49333], [-2.38419, 0.65271, -4.63772], [3.12110, 0.09890, 4.96200], [2.04147, 2.12448, 5.72799], [-2.37287, -1.87386, 1.00520], [2.76851, 1.44246, -5.40495], [3.26843, 1.54784, -3.68034], [-2.47992, -1.19974, -0.65736], [-1.34800, 2.05945, -4.81563], [-1.65998, -1.71644, 4.95508], [-2.42649, 0.31928, 3.92032], [-1.84124, 1.16135, 5.34286], [0.35026, 2.46579, 5.51762], [1.97961, 2.57370, -4.30045], [-0.09516, -2.47783, -3.15380], [-2.59551, -0.17024, 0.87583], [-1.30428, 0.80928, -6.08080], [2.01612, -0.77714, 6.05921], [1.54432, -2.22964, -2.90471], [-0.79290, -0.93999, 6.29768], [0.85108, 1.28743, 6.71223], [2.19281, -1.26232, 4.33624], [0.06623, -2.08021, 5.21353], [-1.41531, 1.72560, 3.72156]],
  "lowdin_charge": [0.888, 1.448, -0.156, -0.068, 0.052, -0.028, -0.455, -0.019, -0.508, -0.362, -0.023, -0.490, -0.485, -0.023, -0.356, -0.698, -0.058, 0.100, 0.095, -0.031, -0.064, -0.070, -0.024, -0.078, 0.092, 0.094, 0.090, 0.082, -0.079, -0.165, -0.020, -0.058, 0.086, -0.179, 0.098, 0.087, 0.096, 0.089, 0.100]
}



{
  "formula": "C10H23BF3IO4P3",
  "method": "ωB97M-V with the def2-TZVPD basis set",
  "multiplicity": 1,
  "e_tot_ha": -2341.834407,
  "total_charge": 1,
  "fmax_ev_per_a": 1.51,
  "e_lumo_ev": -3.94,
  "orbital_gap_ev": 7.94,
  "symbols": ["I", "P", "P", "P", "F", "F", "F", "O", "O", "O", "O", "C", "C", "C", "C", "C", "C", "C", "C", "C", "C", "B", "H", "H", "H", "H", "H", "H", "H", "H", "H", "H", "H", "H", "H", "H", "H", "H", "H", "H", "H", "H", "H", "H", "H"],
  "xyz": [[4.82872, 0.56507, -2.33245], [2.43295, -2.10324, -0.80620], [1.65594, -1.03289, -2.52255], [2.70736, 0.70517, -3.48494], [-6.41574, 2.23375, 4.63662], [-6.48815, 1.91274, 2.50349], [-5.85391, 3.82693, 3.28981], [1.92221, 1.87020, -2.66892], [-3.84598, 2.05484, 2.29707], [-0.82621, -1.54386, -1.30248], [-3.77914, 1.72900, 4.52885], [-1.53626, 1.40439, -1.60590], [2.96558, -0.90410, 0.47618], [-4.34908, 2.03266, 3.52621], [3.81255, -3.17703, -1.34814], [-2.32074, 0.15433, 2.19012], [4.36264, -3.85352, -0.08505], [2.25237, 0.45926, 0.44261], [-5.81879, 2.50764, 3.49170], [-1.05815, 0.52468, -2.77970], [-2.46802, 1.66115, 2.18163], [-0.28097, -0.67103, -2.17187], [-1.88493, 2.12650, 2.97536], [1.66185, -1.98092, -3.55025], [-2.63300, -0.26435, 3.14514], [4.86264, -3.12751, 0.55178], [4.04681, -0.78826, 0.44306], [1.66575, 2.56011, -3.29274], [-2.13292, 2.07400, 1.23216], [3.35939, -3.92575, -1.99488], [-0.47173, 1.10494, -3.48682], [-1.91966, 0.11117, -3.31275], [2.72893, -1.40716, 1.41161], [-2.03357, 2.29963, -1.96871], [-0.68823, 1.71893, -0.99732], [2.98115, 1.26028, 0.35911], [-2.93583, -0.29317, 1.40810], [-1.48653, -2.14160, -1.66770], [1.53784, 0.57403, -0.37111], [5.06734, -4.63173, -0.36277], [3.55959, -4.32001, 0.48511], [-1.27957, -0.12139, 2.01742], [4.61260, -2.65670, -1.86984], [-2.23446, 0.84988, -0.98483], [1.71739, 0.62295, 1.37477]],
  "lowdin_charge": [0.537, 0.795, 0.667, 0.289, 0.189, 0.172, 0.175, -0.471, 0.033, 0.109, 0.180, -0.084, -0.463, -0.395, -0.474, -0.055, -0.157, -0.154, -0.565, -0.181, -0.199, -0.645, 0.128, -0.007, 0.082, 0.067, 0.043, 0.060, 0.106, 0.074, 0.077, 0.121, 0.077, 0.090, 0.070, 0.063, 0.080, 0.139, 0.012, 0.081, 0.073, 0.073, 0.040, 0.072, 0.077]
}



{
  "formula": "C10H23Cl10NOPS",
  "method": "ωB97M-V with the def2-TZVPD basis set",
  "multiplicity": 1,
  "de_lowest_kcal_mol": 34.7,
  "e_tot_ha": -5866.231943,
  "total_charge": -1,
  "fmax_ev_per_a": 1.50,
  "e_lumo_ev": 1.84,
  "orbital_gap_ev": 6.44,
  "symbols": ["Cl", "Cl", "Cl", "Cl", "Cl", "Cl", "Cl", "Cl", "Cl", "Cl", "S", "P", "O", "N", "C", "C", "C", "C", "C", "C", "C", "C", "C", "C", "H", "H", "H", "H", "H", "H", "H", "H", "H", "H", "H", "H", "H", "H", "H", "H", "H", "H", "H", "H", "H", "H", "H"],
  "xyz": [[-2.81545, 3.21740, 1.18564], [-2.04658, 4.86136, -3.42706], [-4.32787, 5.75931, -1.82747], [-2.55417, 1.62460, -1.24426], [3.68485, -1.79502, 5.71401], [-3.75677, -2.15514, -2.27278], [-2.64208, -0.50489, -5.89757], [-4.94089, 0.33967, -4.29430], [4.72328, -0.16548, 3.50241], [-0.97803, -2.09954, -1.37112], [5.30959, -2.93246, -0.65613], [1.69761, -3.48391, 0.98828], [2.41207, -1.87781, 1.10332], [2.64174, -3.70744, -0.73243], [5.10917, -1.32994, 4.76984], [-2.07844, -2.60196, -2.65160], [-3.26049, 0.66423, -4.71999], [-3.62305, 2.64417, -0.28294], [0.49702, 0.31965, 0.81181], [-2.63168, 6.04046, -2.25087], [0.67437, 1.82854, 1.09078], [2.02704, -1.12103, 2.21238], [0.60190, -0.54667, 2.07458], [3.72371, -3.22918, -0.72920], [1.05677, 1.95306, 2.10313], [-2.03394, 5.95999, -1.35010], [1.18151, -4.82683, 0.81829], [-2.66017, 0.60330, -3.82000], [-3.19553, 1.65659, -5.14976], [0.45110, 0.08127, 2.95889], [0.99585, -3.36569, 2.24794], [-3.90915, 3.50396, -0.87803], [2.67967, -0.23834, 2.21517], [1.39157, 2.29211, 0.41321], [1.24753, 0.01860, 0.08343], [2.87266, -4.03320, 1.61821], [-0.46629, 0.11683, 0.34754], [-1.78980, -2.11529, -3.57663], [2.18165, -1.63499, 3.16567], [-2.02387, -3.67833, -2.76370], [-4.49890, 2.07142, -0.00074], [-2.54344, 7.03220, -2.67739], [-0.14196, -1.33964, 2.07932], [5.52093, -2.21791, 4.30408], [-0.26014, 2.37516, 0.95753], [5.83276, -0.88593, 5.44326], [0.57510, -2.95464, 0.27963]],
  "lowdin_charge": [0.530, 0.512, 0.533, 0.552, 0.500, 0.470, 0.512, 0.480, 0.582, 0.588, 0.463, 0.447, -0.437, -0.096, -1.000, -1.002, -1.036, -1.005, -0.268, -1.001, -0.111, -0.394, -0.204, -0.975, 0.062, 0.029, -0.071, -0.030, 0.020, 0.099, -0.042, -0.066, 0.038, 0.062, 0.099, -0.014, 0.032, -0.013, 0.064, 0.027, 0.031, 0.022, 0.083, 0.029, -0.008, 0.014, -0.105]
}



{
  "formula": "C10H23KNO5PS2",
  "method": "ωB97M-V with the def2-TZVPD basis set",
  "multiplicity": 1,
  "e_tot_ha": -2563.277067,
  "fmax_ev_per_a": 4.50,
  "e_lumo_ev": -2.77,
  "orbital_gap_ev": 3.75,
  "symbols": ["K", "S", "S", "P", "O", "O", "O", "O", "O", "N", "C", "C", "C", "C", "C", "C", "C", "C", "C", "C", "H", "H", "H", "H", "H", "H", "H", "H", "H", "H", "H", "H", "H", "H", "H", "H", "H", "H", "H", "H", "H", "H", "H"],
  "xyz": [[7.51730, 1.98355, -0.37897], [-1.80014, -1.86501, 0.05572], [-3.06065, -0.14806, -1.59626], [-4.60291, 1.07675, -0.73813], [3.61857, 0.51936, 0.78974], [-2.02094, -3.11061, 0.73816], [-1.79411, 0.57334, -1.53091], [-3.49754, -0.33691, -2.95310], [-1.40477, -0.81395, 0.96886], [-3.09092, -1.58441, -0.84654], [4.05551, 1.83888, 0.83235], [-4.01707, 2.79843, -1.04902], [-4.54207, 0.91133, 1.08666], [0.74477, -2.72865, -0.23018], [-4.89807, -0.49943, 1.59919], [5.56981, 1.87549, 1.01626], [3.13586, 0.16478, -0.52126], [2.78691, -1.28419, -0.57618], [1.63356, -1.64159, 0.37409], [-0.40693, -2.13308, -1.01480], [2.44451, -1.48188, -1.59078], [1.07248, -0.76123, 0.66557], [-0.69624, -2.83542, -1.78745], [0.39723, -3.38960, 0.55277], [1.35617, -3.34985, -0.88080], [-5.28698, 1.60950, 1.45827], [-5.81599, -0.44596, 2.17057], [5.83431, 1.77928, 2.06217], [-0.09135, -1.21682, -1.50020], [3.83109, 2.36436, -0.09350], [-5.05120, -1.20243, 0.79131], [5.96612, 2.85497, 0.69556], [-3.55971, 3.17940, -0.14189], [3.94422, 0.35653, -1.23906], [6.06482, 1.11330, 0.40501], [-4.90554, 3.38696, -1.24763], [-3.60016, 1.25059, 1.50645], [2.27014, 0.78424, -0.73579], [-3.33550, 2.84461, -1.88666], [2.08850, -2.06069, 1.26583], [3.60498, 2.39895, 1.64601], [-4.09769, -0.84999, 2.23211], [3.63962, -1.92485, -0.37355]],
  "lowdin_charge": [1.057, 0.461, 0.300, 0.842, -0.124, -0.340, -0.423, -0.404, -0.347, -0.349, -0.263, -0.314, -0.471, -0.233, -0.166, -0.192, -0.211, -0.182, -0.193, -0.255, 0.118, 0.106, 0.103, 0.101, 0.107, 0.059, 0.056, 0.100, 0.087, 0.119, 0.042, 0.021, 0.027, 0.115, -0.024, 0.016, 0.067, 0.139, 0.026, 0.111, 0.133, 0.061, 0.115]
}



{
  "formula": "C10H23N2O3",
  "method": "ωB97M-V with the def2-TZVPD basis set",
  "multiplicity": 1,
  "de_lowest_kcal_mol": 1.2,
  "e_tot_ha": -729.739690,
  "total_charge": 1,
  "smiles": "C[C@@H](O)CON1CC[NH2+]C[C@H]1CCCO",
  "fmax_ev_per_a": 0.36,
  "e_lumo_ev": -3.36,
  "orbital_gap_ev": 9.33,
  "symbols": ["O", "O", "O", "N", "N", "C", "C", "C", "C", "C", "C", "C", "C", "C", "C", "H", "H", "H", "H", "H", "H", "H", "H", "H", "H", "H", "H", "H", "H", "H", "H", "H", "H", "H", "H", "H", "H", "H"],
  "xyz": [[0.04396, -2.30443, -1.32024], [0.25827, 0.06936, -0.48433], [0.36336, -2.28594, 1.78816], [0.28485, 1.47955, -0.22042], [-2.56078, 1.17952, -0.49977], [1.46279, -0.37170, -1.10987], [0.16811, 1.36361, 2.29644], [0.06025, -1.21374, 2.66293], [1.19042, -1.66428, -1.89068], [-1.86579, 0.87469, 0.82531], [-0.56089, 1.65381, 0.97112], [2.39263, -2.59341, -1.81664], [-0.35943, 2.10898, -1.36081], [0.92192, 0.03978, 2.42881], [-1.70355, 1.47930, -1.71526], [-3.11609, 0.35705, -0.72876], [1.52503, -0.13470, 1.54514], [-1.00988, -0.97329, 2.60589], [-3.22627, 1.93700, -0.35714], [-1.73279, -0.20039, 0.86310], [0.22914, -1.60702, 3.66504], [0.28430, 2.02350, -2.23822], [3.21472, -2.24506, -2.44354], [-0.45375, 3.17416, -1.14170], [-0.57105, 1.45239, 3.10136], [2.73801, -2.68245, -0.78489], [0.87201, 2.18475, 2.44314], [2.22033, -0.56352, -0.34349], [0.12616, -2.05307, 0.88144], [-0.82513, 2.71738, 0.98496], [-1.56925, 0.53502, -2.23560], [-0.52737, -2.61328, -2.02796], [-2.55959, 1.16888, 1.61247], [1.63023, 0.15044, 3.25185], [1.84698, 0.41463, -1.76356], [2.09823, -3.58887, -2.15017], [-2.27812, 2.14630, -2.35649], [0.98801, -1.41497, -2.93762]],
  "lowdin_charge": [-0.035, -0.170, -0.054, -0.069, 0.097, -0.126, -0.124, -0.242, -0.386, -0.051, -0.270, -0.030, -0.133, -0.146, -0.069, 0.179, 0.089, 0.100, 0.179, 0.119, 0.123, 0.132, 0.092, 0.137, 0.126, 0.090, 0.123, 0.120, 0.044, 0.154, 0.128, 0.102, 0.145, 0.120, 0.132, 0.090, 0.137, 0.144]
}



{
  "formula": "C10H23N5O2V",
  "method": "ωB97M-V with the def2-TZVPD basis set",
  "multiplicity": 2,
  "s_squared": 1.002,
  "de_lowest_kcal_mol": 0.0,
  "e_tot_ha": -1762.489627,
  "total_charge": 2,
  "fmax_ev_per_a": 0.87,
  "e_lumo_ev": [-7.42, -7.19],
  "orbital_gap_ev": [8.24, 7.01],
  "symbols": ["V", "O", "O", "N", "N", "N", "N", "N", "C", "C", "C", "C", "C", "C", "C", "C", "C", "C", "H", "H", "H", "H", "H", "H", "H", "H", "H", "H", "H", "H", "H", "H", "H", "H", "H", "H", "H", "H", "H", "H", "H"],
  "xyz": [[-0.63043, 0.60578, -0.32094], [-2.53348, 2.72211, 0.25414], [2.17300, 0.70717, 0.71516], [-1.22348, 2.36299, 0.42817], [1.68635, -1.04677, -1.42311], [1.00942, 1.40351, 0.54753], [-1.49585, -0.78027, -1.81684], [-0.56149, -0.95285, 1.13778], [0.87766, -2.79026, 0.20027], [1.19061, -2.44757, -1.26120], [-0.36005, 3.18263, 0.96187], [-1.61830, -2.71926, -0.26230], [-0.50294, -2.39841, 0.72717], [-1.34574, -2.27647, -1.69301], [-0.66593, 4.55995, 1.44075], [0.96606, 2.58458, 1.08160], [0.01422, -2.74490, -2.18591], [2.08606, 3.23909, 1.80661], [1.65863, -2.38893, 0.85169], [-1.75305, -3.80260, -0.27613], [-0.92529, 4.55715, 2.50268], [-0.68477, -2.98284, 1.63079], [-1.47837, 5.02880, 0.88463], [-2.50102, -0.61059, -1.72225], [1.26855, -0.62806, -2.25022], [2.89975, 2.54309, 1.97941], [-2.57135, -2.31283, 0.09270], [0.23327, -0.76228, 1.74829], [0.94625, -3.87589, 0.29971], [-2.09923, -2.72680, -2.34148], [0.20695, 5.19824, 1.31802], [-1.31142, -0.52300, -2.78682], [1.99831, -3.11529, -1.56234], [1.73830, 3.63559, 2.76091], [2.67588, -1.07274, -1.65895], [2.46834, 4.07922, 1.22137], [-1.37713, -0.84343, 1.74286], [-0.05435, -3.82742, -2.31233], [0.21386, -2.35214, -3.18778], [2.08987, 0.00993, 0.01792], [-2.70769, 3.56177, 0.70958]],
  "lowdin_charge": [1.062, 0.028, -0.006, -0.127, 0.050, -0.124, -0.006, 0.007, -0.087, -0.322, -0.227, -0.095, -0.311, -0.323, 0.024, -0.227, -0.099, 0.030, 0.129, 0.146, 0.122, 0.155, 0.097, 0.116, 0.083, 0.092, 0.132, 0.107, 0.142, 0.156, 0.104, 0.114, 0.152, 0.109, 0.120, 0.116, 0.126, 0.145, 0.133, 0.047, 0.110]
}